Entry 1:
Computed, not measured: C21H26O10 in the gas phase, with the ωB97M-V functional and the def2-TZVPD basis.

Computed properties:
**Largest force on an atom**: 1.0 eV Å⁻¹
**SMILES**: C/C(=C/Cc1c(O)cc2oc(C)cc(=O)c2c1O)CO[C@@H]1O[C@@H](CO)[C@H](O)[C@@H](O)[C@@H]1O
**Orbital gap**: 0.3272 Ha

Last column: Löwdin charge in e.
Cartesian coordinates (Å):
C1 -1.367 -3.077 3.223  -0.042
C2 -1.354 -2.861 1.737  -0.255
C3 -0.625 -3.617 0.925  -0.045
C4 -0.541 -3.501 -0.571  -0.103
C5 0.183 -2.252 -1.012  -0.082
C6 -0.424 -1.332 -1.873  -0.263
C7 0.260 -0.204 -2.315  0.050
C8 1.544 0.043 -1.858  -0.170
C9 2.171 -0.842 -0.971  0.000
C10 1.480 -2.008 -0.562  -0.189
O1 2.063 -2.881 0.262  0.102
H1 2.969 -2.522 0.475  0.092
C11 3.513 -0.555 -0.485  -0.329
O2 4.123 -1.307 0.286  0.042
C12 4.070 0.683 -0.987  0.066
C13 3.387 1.468 -1.847  -0.286
O3 2.160 1.168 -2.300  0.098
C14 3.901 2.753 -2.409  0.008
H2 3.177 3.545 -2.223  0.091
H3 4.021 2.660 -3.488  0.094
H4 4.855 3.013 -1.962  0.087
H5 5.056 0.960 -0.652  0.126
H6 -0.206 0.492 -2.994  0.131
O4 -1.703 -1.549 -2.259  0.060
H7 -2.063 -0.733 -2.655  0.090
H8 0.005 -4.365 -0.954  0.126
H9 -1.536 -3.497 -1.017  0.116
H10 -0.008 -4.388 1.363  0.112
C15 -2.233 -1.731 1.270  -0.113
H11 -2.334 -1.715 0.182  0.117
H12 -3.236 -1.829 1.715  0.139
O5 -1.657 -0.498 1.721  -0.064
C16 -2.520 0.592 1.749  -0.319
O6 -2.876 1.074 0.481  -0.006
C17 -1.781 1.564 -0.289  -0.239
C18 -2.361 2.026 -1.627  -0.169
O7 -2.961 0.961 -2.325  -0.054
H13 -3.636 0.592 -1.740  0.105
H14 -1.555 2.415 -2.249  0.129
H15 -3.093 2.821 -1.442  0.138
C19 -1.057 2.702 0.435  -0.276
O8 0.039 3.107 -0.343  0.013
H16 0.603 3.641 0.234  0.103
C20 -0.602 2.194 1.805  -0.277
O9 0.034 3.252 2.487  0.006
H17 0.031 3.031 3.428  0.102
C21 -1.813 1.673 2.590  -0.247
O10 -1.417 1.167 3.836  0.011
H18 -1.003 0.306 3.671  0.097
H19 -2.504 2.499 2.789  0.174
H20 0.108 1.361 1.657  0.173
H21 -1.751 3.547 0.587  0.173
H22 -1.056 0.756 -0.456  0.145
H23 -3.484 0.316 2.211  0.175
H24 -0.656 -3.846 3.509  0.080
H25 -1.113 -2.153 3.743  0.070
H26 -2.363 -3.379 3.551  0.085

Entry 2:
Computed, not measured: 5 unconnected molecules or ions with the total composition C21H26O11, with the ωB97M-V functional and the def2-TZVPD basis.

Computed properties:
**Largest force on an atom**: 10.6 eV Å⁻¹
**SMILES**: O=C1C=C(O)C(=O)C=C1O.O=C1C=C(O)C(=O)C=C1O.CC(C)=O.CC(C)=O.CC(C)=O
**ΔE to the lowest compared entry with this formula, charge and spin**: 341.20 kJ/mol
**Orbital gap**: 0.2432 Ha

Last column: Löwdin charge in e.
Cartesian coordinates (Å):
C1 -2.322 0.284 -0.789  0.099
C2 -2.351 1.831 -0.716  -0.112
C3 -1.455 2.568 0.187  -0.431
O1 -1.554 3.728 0.381  0.112
C4 -0.456 1.741 0.903  0.115
C5 -0.367 0.185 0.629  -0.051
C6 -1.350 -0.535 -0.163  -0.355
O2 -1.320 -1.802 -0.424  0.058
O3 0.874 -0.522 0.684  0.049
O4 -3.318 2.567 -1.358  0.074
H1 -2.975 -0.241 -1.446  0.104
H2 0.511 2.033 1.363  0.082
H3 1.485 -0.038 1.240  0.021
H4 -3.033 3.493 -1.056  0.138
C7 -3.230 -4.954 -5.233  0.076
C8 -2.795 -4.195 -3.938  -0.064
C9 -3.748 -4.131 -2.763  -0.348
O5 -3.394 -3.625 -1.675  0.058
C10 -5.061 -4.697 -2.917  0.067
C11 -5.479 -5.261 -4.207  -0.119
C12 -4.513 -5.392 -5.357  -0.415
O6 -4.927 -6.043 -6.339  0.083
O7 -6.823 -5.261 -4.530  0.037
O8 -1.603 -3.500 -3.718  0.043
H5 -2.464 -5.068 -6.013  0.125
H6 -5.849 -4.588 -2.226  0.098
H7 -7.645 -4.882 -4.051  0.181
H8 -1.668 -3.187 -2.710  0.155
C13 5.513 -4.091 -0.039  -0.026
C14 5.058 -2.678 0.435  -0.340
O9 5.812 -2.231 1.377  -0.023
C15 3.674 -2.019 -0.047  0.010
H9 6.260 -4.552 0.583  0.071
H10 6.035 -3.891 -0.879  0.031
H11 4.556 -4.701 -0.031  0.107
H12 3.582 -0.957 0.520  0.100
H13 2.848 -2.451 0.434  0.059
H14 3.854 -1.670 -0.992  0.040
C16 -0.875 6.756 1.799  -0.005
C17 -0.337 6.241 3.185  -0.444
O10 0.607 6.797 3.707  0.061
C18 -1.077 5.091 3.839  -0.047
H15 -0.193 6.339 0.947  0.120
H16 -0.941 7.613 1.460  -0.044
H17 -1.883 6.343 1.463  0.094
H18 -0.387 4.311 4.462  0.125
H19 -1.287 4.150 3.280  0.056
H20 -1.988 5.254 4.419  0.076
C19 4.850 1.285 2.378  0.022
C20 3.369 1.549 2.551  -0.433
O11 2.503 0.689 2.392  0.039
C21 2.944 2.872 2.952  -0.016
H21 5.436 1.461 3.372  0.152
H22 5.271 1.734 1.607  0.040
H23 4.926 0.348 2.024  0.015
H24 3.535 3.713 2.459  0.125
H25 3.096 2.953 4.047  0.124
H26 2.091 3.213 2.525  0.027

Entry 3:
Computed, not measured: a molecular structure, C21H27AlN6OS2Te4, with the ωB97M-V functional and the def2-TZVPD basis.

Computed properties:
**Largest force on an atom**: 2.5 eV Å⁻¹
**ΔE to the lowest compared entry with this formula, charge and spin**: 240.25 kJ/mol
**Orbital gap**: 0.1500 Ha

Last column: Löwdin charge in e.
Cartesian coordinates (Å):
Al1 2.015 0.751 -0.289  -0.567
C1 5.115 -3.574 2.373  -0.085
C2 4.171 -3.746 1.188  -0.305
N1 2.904 -3.045 1.292  -0.091
C3 2.853 -1.673 1.393  -0.842
S1 4.004 -0.818 0.322  0.554
N2 1.849 -1.077 1.904  0.049
N3 1.632 0.178 1.415  -0.144
C4 1.033 1.210 2.115  -0.318
C5 0.277 0.910 3.367  -0.031
C6 1.282 2.441 1.551  -0.256
C7 0.736 3.690 1.984  -0.047
C8 1.154 4.859 1.444  -0.093
C9 2.159 4.850 0.431  -0.107
C10 2.606 3.658 -0.027  -0.153
N4 2.182 2.455 0.446  -0.033
H1 6.044 -4.099 2.160  0.075
H2 5.347 -2.521 2.526  0.063
H3 4.679 -3.974 3.286  0.075
H4 4.683 -3.393 0.286  0.076
H5 3.930 -4.802 1.048  0.118
H6 2.238 -3.472 1.928  0.138
H7 -0.405 0.073 3.206  0.071
H8 0.972 0.617 4.158  0.082
H9 -0.295 1.767 3.708  0.067
H10 -0.023 3.675 2.751  0.102
H11 0.732 5.797 1.772  0.098
H12 2.540 5.775 0.031  0.088
H13 3.340 3.597 -0.825  0.104
Te1 2.491 -1.630 -1.391  0.645
Te2 0.621 -2.509 -4.082  -0.079
Te3 1.853 -0.270 -4.782  -0.022
Te4 3.344 0.501 -2.738  0.358
C11 -2.621 2.144 -4.261  -0.101
C12 -3.055 0.690 -4.128  -0.229
C13 -2.225 -0.066 -3.093  -0.243
N5 -2.370 0.451 -1.748  0.050
C14 -1.395 0.962 -1.010  -0.685
S2 0.116 1.310 -1.702  0.741
N6 -1.588 1.254 0.297  0.132
C15 -2.564 0.718 1.170  -0.390
O1 -2.964 1.380 2.098  0.129
C16 -2.946 -0.677 0.890  -0.164
C17 -4.210 -1.129 1.273  -0.009
C18 -4.562 -2.451 1.074  -0.067
C19 -3.664 -3.333 0.493  -0.065
C20 -2.402 -2.896 0.119  -0.053
C21 -2.039 -1.582 0.331  -0.020
H14 -3.144 2.623 -5.084  0.071
H15 -1.553 2.182 -4.467  0.069
H16 -2.827 2.700 -3.349  0.070
H17 -2.897 0.187 -5.082  0.113
H18 -4.117 0.621 -3.879  0.106
H19 -1.174 0.007 -3.382  0.005
H20 -2.520 -1.120 -3.093  0.111
H21 -3.273 0.320 -1.309  0.159
H22 -0.947 1.928 0.720  0.127
H23 -4.897 -0.428 1.720  0.121
H24 -5.540 -2.793 1.376  0.106
H25 -3.946 -4.361 0.329  0.106
H26 -1.706 -3.578 -0.343  0.110
H27 -1.035 -1.265 0.083  0.113

Entry 4:
Computed, not measured: a molecular structure, C21H27BrKO2P, with the ωB97M-V functional and the def2-TZVPD basis.

Computed properties:
**Largest force on an atom**: 2.2 eV Å⁻¹
**ΔE to the lowest compared entry with this formula, charge and spin**: 42.84 kJ/mol
**Orbital gap**: 0.3130 Ha

Last column: Löwdin charge in e.
Cartesian coordinates (Å):
K1 2.293 -0.057 -1.184  0.860
C1 -2.125 -0.098 -0.595  -0.099
C2 -1.789 1.394 -0.439  -0.708
C3 -1.874 2.044 -1.824  -0.098
C4 -2.825 2.023 0.492  -0.085
P1 -0.026 1.418 0.143  1.077
C5 -0.125 0.796 1.861  -0.362
C6 0.353 -0.496 2.080  -0.090
C7 0.303 -1.080 3.341  -0.067
C8 -0.217 -0.367 4.410  -0.081
C9 -0.691 0.925 4.214  -0.077
C10 -0.650 1.495 2.953  -0.104
C11 0.659 3.154 0.230  -0.704
C12 1.841 3.115 1.207  -0.096
C13 1.233 3.459 -1.168  -0.110
C14 -0.279 4.292 0.630  -0.086
H1 -3.144 -0.186 -0.983  0.088
H2 -2.092 -0.627 0.359  0.080
H3 -1.455 -0.609 -1.289  0.079
H4 -2.863 1.842 -2.244  0.088
H5 -1.137 1.643 -2.523  0.083
H6 -1.753 3.128 -1.788  0.065
H7 -3.814 1.929 0.033  0.088
H8 -2.649 3.082 0.677  0.062
H9 -2.867 1.511 1.454  0.074
H10 0.772 -1.074 1.260  0.089
H11 0.676 -2.086 3.480  0.108
H12 -0.256 -0.816 5.394  0.103
H13 -1.097 1.487 5.045  0.104
H14 -1.036 2.497 2.816  0.090
H15 2.538 2.298 0.998  0.075
H16 1.526 3.004 2.244  0.077
H17 2.404 4.049 1.117  0.089
H18 1.954 2.698 -1.493  0.047
H19 1.756 4.419 -1.147  0.088
H20 0.464 3.515 -1.938  0.068
H21 -0.704 4.161 1.625  0.066
H22 -1.103 4.416 -0.071  0.066
H23 0.285 5.231 0.639  0.088
Br1 2.516 -4.919 0.627  0.773
C15 1.716 -5.077 -1.095  -0.586
C16 1.346 -6.374 -1.435  -0.151
C17 0.736 -6.637 -2.650  -0.087
C18 0.488 -5.590 -3.529  -0.080
C19 0.856 -4.305 -3.170  -0.025
C20 1.480 -4.013 -1.955  -0.151
C21 1.823 -2.556 -1.688  -0.691
O1 1.387 -1.711 -2.518  -0.193
O2 2.492 -2.280 -0.662  -0.249
H24 1.539 -7.174 -0.735  0.087
H25 0.456 -7.652 -2.898  0.102
H26 0.009 -5.774 -4.482  0.100
H27 0.670 -3.466 -3.827  0.113

Entry 5:
Computed, not measured: a molecular structure, C21H27BrN9O4Ti, with the ωB97M-V functional and the def2-TZVPD basis.

Computed properties:
**Largest force on an atom**: 0.3 eV Å⁻¹
**Multiplicity**: 3
**ΔE to the lowest compared entry with this formula, charge and spin**: 0.00 kJ/mol
**Charge**: +1
**<S²>**: 2.01
**Orbital gap (spin up / spin down)**: 0.2183 / 0.2936 Ha

Last column: Löwdin charge in e.
Cartesian coordinates (Å):
Ti1 0.027 0.225 0.807  1.113
C1 3.277 0.436 4.117  -0.001
O1 1.926 0.622 4.576  0.023
C2 0.999 0.839 3.670  -0.535
O2 1.235 0.941 2.453  -0.063
N1 -0.216 0.968 4.208  0.052
N2 -1.300 1.121 3.356  0.071
H1 3.840 0.154 4.999  0.105
H2 3.661 1.371 3.710  0.103
H3 3.317 -0.352 3.369  0.085
H4 -0.325 0.798 5.197  0.175
H5 -1.786 1.988 3.545  0.115
H6 -1.920 0.324 3.432  0.082
N3 3.454 0.640 0.688  0.187
C3 3.015 -0.073 -0.362  -0.427
N4 3.934 -0.439 -1.241  0.166
C4 3.476 -1.124 -2.299  -0.452
N5 4.389 -1.537 -3.192  0.172
N6 2.198 -1.403 -2.549  0.166
C5 1.335 -1.003 -1.613  -0.286
N7 1.689 -0.365 -0.446  0.073
C6 -0.056 -1.202 -1.826  -0.226
C7 -0.571 -1.784 -3.007  -0.023
C8 -1.919 -1.912 -3.171  -0.082
C9 -2.783 -1.482 -2.116  -0.080
C10 -2.228 -0.957 -0.984  -0.153
N8 -0.895 -0.765 -0.817  -0.037
H7 4.428 0.883 0.694  0.117
H8 2.824 0.981 1.394  0.051
H9 5.363 -1.397 -2.997  0.107
H10 4.099 -2.116 -3.958  0.108
H11 0.134 -2.116 -3.755  0.111
H12 -2.329 -2.360 -4.066  0.106
H13 -3.854 -1.612 -2.179  0.105
H14 -2.853 -0.637 -0.160  0.111
Br1 -0.957 -5.197 4.875  0.746
C11 -0.706 -3.708 3.736  -0.700
C12 0.574 -3.340 3.358  -0.126
C13 0.739 -2.234 2.531  -0.123
C14 -0.336 -1.472 2.060  -0.236
C15 -1.609 -1.904 2.453  -0.147
C16 -1.808 -2.999 3.284  -0.130
H15 1.426 -3.912 3.702  0.102
H16 1.756 -1.975 2.241  0.090
H17 -2.498 -1.382 2.100  0.090
H18 -2.805 -3.307 3.572  0.102
O3 -1.721 1.529 0.551  -0.052
C17 -1.190 2.003 -0.480  -0.629
O4 0.056 2.071 -0.623  -0.018
C18 -2.042 2.327 -1.700  -0.153
N9 -1.449 1.523 -2.838  0.118
C19 -1.562 2.334 -4.111  -0.073
C20 -2.335 3.585 -3.699  -0.141
C21 -1.983 3.755 -2.221  -0.104
H19 -3.063 1.983 -1.549  0.168
H20 -1.900 0.602 -2.904  0.129
H21 -0.466 1.348 -2.596  0.158
H22 -2.050 1.732 -4.871  0.133
H23 -0.552 2.566 -4.437  0.137
H24 -3.407 3.428 -3.820  0.123
H25 -2.052 4.443 -4.305  0.125
H26 -2.672 4.404 -1.686  0.135
H27 -0.970 4.143 -2.100  0.134

Entry 6:
Computed, not measured: a molecular structure, C21H27Cl2CoNO7S, with the ωB97M-V functional and the def2-TZVPD basis.

Computed properties:
**Largest force on an atom**: 0.7 eV Å⁻¹
**Multiplicity**: 4
**ΔE to the lowest compared entry with this formula, charge and spin**: 0.61 kJ/mol
**<S²>**: 3.76
**Orbital gap (spin up / spin down)**: 0.3353 / 0.3413 Ha

Last column: Löwdin charge in e.
Cartesian coordinates (Å):
Co1 -1.330 0.816 0.014  0.635
O1 -0.827 0.577 -2.144  -0.094
C1 -0.246 1.758 -2.713  -0.174
C2 -1.202 2.868 -2.360  -0.147
N1 -1.313 3.037 -0.909  -0.188
C3 -0.153 3.728 -0.341  -0.077
C4 0.887 2.712 0.124  -0.640
O2 2.080 2.882 -0.080  0.037
O3 0.359 1.709 0.737  -0.179
C5 -2.610 3.618 -0.567  -0.088
C6 -3.697 2.544 -0.587  -0.626
O4 -4.840 2.832 -0.885  0.054
O5 -3.280 1.376 -0.216  -0.164
H1 -0.275 -0.196 -2.301  0.098
H2 -0.174 1.662 -3.798  0.130
H3 0.753 1.931 -2.303  0.119
H4 -2.188 2.597 -2.743  0.139
H5 -0.890 3.800 -2.850  0.136
H6 -0.474 4.263 0.553  0.132
H7 0.293 4.447 -1.035  0.131
H8 -2.897 4.443 -1.225  0.133
H9 -2.566 3.995 0.456  0.134
Cl1 -4.171 1.589 3.915  0.543
C7 -3.728 0.479 2.621  -0.952
Cl2 -1.955 0.361 2.448  0.681
H10 -4.102 0.844 1.670  0.012
H11 -4.094 -0.510 2.869  0.027
O6 0.137 -0.872 0.243  -0.548
S1 1.541 -0.426 -0.123  1.068
C8 2.426 -0.258 1.410  -0.361
C9 3.555 0.543 1.431  -0.073
C10 4.260 0.662 2.620  -0.064
C11 3.817 0.003 3.760  -0.077
C12 2.663 -0.770 3.723  -0.069
C13 1.955 -0.905 2.538  -0.061
C14 2.314 -1.927 -0.721  -0.357
C15 3.511 -1.818 -1.415  -0.079
C16 4.105 -2.963 -1.924  -0.075
C17 3.493 -4.198 -1.750  -0.080
C18 2.287 -4.291 -1.067  -0.070
C19 1.688 -3.151 -0.550  -0.063
H12 3.844 1.102 0.550  0.107
H13 5.141 1.287 2.662  0.107
H14 4.364 0.107 4.688  0.103
H15 2.311 -1.264 4.619  0.105
H16 1.044 -1.486 2.484  0.109
H17 3.976 -0.848 -1.552  0.113
H18 5.039 -2.891 -2.465  0.107
H19 3.955 -5.090 -2.152  0.105
H20 1.809 -5.254 -0.940  0.106
H21 0.745 -3.195 -0.022  0.102
C20 -3.320 -3.264 -0.878  -0.071
C21 -2.720 -2.227 0.047  -0.289
O7 -2.463 -1.002 -0.634  -0.150
H22 -3.454 -4.210 -0.351  0.078
H23 -2.668 -3.430 -1.735  0.079
H24 -4.297 -2.942 -1.245  0.079
H25 -1.753 -2.549 0.430  0.101
H26 -3.376 -2.047 0.905  0.106
H27 -3.286 -0.588 -0.934  0.100